81
Properties=species:S:1:pos:R:3:forces:R:3:lowdin_charge:R:1 method="wB97M-V/def2-TZVPD" charge=-1 e_lumo_ev=0.2
N -3.7451 -0.9092 2.1772 -0.536 0.296 -1.279 0.36
H -3.4466 0.0276 2.4079 0.745 0.348 0.369 0.16
H -3.8055 -0.9874 1.1721 -0.046 0.266 -0.778 0.15
H -4.7074 -0.9674 2.4785 -0.454 -0.678 0.784 0.16
H -3.1254 -1.6711 2.4132 0.113 -0.369 1.204 0.15
N -0.4228 3.3684 3.8302 2.193 1.010 0.769 -0.72
O -0.8563 2.5457 3.0562 -1.901 -2.195 -1.707 -0.10
O 0.6304 3.9517 3.5250 1.377 0.970 -0.691 -0.13
O -0.9043 3.6006 4.9221 -1.534 -0.025 1.379 -0.05
N -2.9353 -4.3571 5.2711 -3.165 -0.708 3.675 -0.76
O -4.1318 -4.1068 5.1008 -1.513 0.816 -1.154 -0.09
O -2.5831 -4.7223 6.3753 0.743 -0.897 3.202 -0.08
O -2.1259 -4.2962 4.4344 4.118 1.076 -5.967 -0.06
C -3.8127 3.4982 -4.1197 0.789 -0.109 1.287 -0.08
C -2.3808 2.8704 -3.8701 -0.446 1.011 -1.773 -0.18
C -1.2739 3.7592 -4.5985 -0.273 -1.985 0.312 -0.11
N 0.1464 3.2262 -4.4621 1.773 2.144 0.601 -0.23
C 0.5478 3.0655 -2.9550 -0.101 -0.870 -1.813 0.05
C 1.1293 4.3432 -5.0386 -0.962 -0.592 -1.517 -0.10
C 2.1497 3.6469 -5.9152 1.772 -1.348 0.829 -0.16
C 1.6273 2.1938 -6.2633 -2.160 2.454 -0.892 -0.10
C 0.4171 1.9361 -5.3211 0.948 0.298 2.160 -0.05
H -4.4270 3.0037 -3.3672 -0.315 0.233 -0.110 0.08
H -4.3307 3.3963 -5.0733 0.674 -0.357 -0.214 0.07
H -3.7855 4.5614 -3.8812 -0.103 0.032 0.109 0.07
H -2.4285 1.8707 -4.3019 0.427 -0.070 -0.198 0.11
H -2.2439 2.6929 -2.8034 0.172 0.601 -0.036 0.10
H -1.2363 4.8109 -4.3145 -0.289 -0.176 0.198 0.13
H -1.3868 3.6521 -5.6773 -0.644 0.488 -0.021 0.13
H 1.5725 2.7032 -3.0385 -0.097 -0.179 0.487 0.10
H -0.1464 2.3244 -2.5590 0.400 0.068 0.240 0.10
H 0.5391 3.9949 -2.3855 -0.361 0.059 -0.435 0.11
H 1.5757 5.0277 -4.3173 -0.327 -0.586 0.505 0.13
H 0.5724 4.9719 -5.7334 -0.656 -0.072 0.367 0.12
H 3.1052 3.6399 -5.3907 0.033 -0.643 0.456 0.10
H 2.4845 4.2344 -6.7701 -0.854 -0.043 -0.373 0.11
H 2.3201 1.3999 -6.5422 0.040 0.085 0.908 0.12
H 1.0472 2.3682 -7.1695 0.484 -0.091 -0.648 0.10
H 0.6658 1.2138 -4.5435 -0.367 -0.396 -0.314 0.13
H -0.5212 1.6975 -5.8218 0.277 -0.100 0.086 0.13
C 5.4310 -0.4560 5.8866 -0.627 0.103 -0.620 -0.09
C 4.4882 -0.9926 4.8006 0.082 -1.462 0.699 -0.23
C 5.2325 -1.7681 3.6515 -1.127 0.803 0.495 -0.08
N 4.2630 -2.4613 2.6547 -1.128 0.153 -0.163 -0.27
C 3.2527 -1.4793 2.1432 0.153 1.267 0.256 0.02
C 4.9344 -3.0918 1.4536 -1.088 -1.042 -0.090 -0.08
C 3.8673 -4.1442 0.9241 1.119 0.325 -0.425 -0.14
C 3.1962 -4.6881 2.1719 -1.522 0.884 -0.226 -0.13
C 3.5292 -3.6547 3.2770 1.800 -1.484 0.376 -0.08
H 4.7856 -0.2399 6.7380 0.232 0.106 0.102 0.08
H 5.7957 0.4965 5.5021 0.759 -0.147 0.442 0.08
H 6.1716 -1.1934 6.1960 0.262 0.339 -0.100 0.08
H 3.8412 -0.1453 4.5739 0.091 -0.231 -0.949 0.12
H 3.8518 -1.6935 5.3408 -0.244 -0.274 -0.308 0.11
H 5.8958 -2.5401 4.0416 -0.299 -0.125 0.158 0.13
H 5.8811 -1.0372 3.1686 -0.243 -0.188 -0.778 0.13
H 3.7925 -0.5331 2.1064 -0.150 0.069 -0.505 0.11
H 2.4238 -1.2835 2.8233 0.149 -0.511 0.200 0.12
H 2.8467 -1.7461 1.1674 0.253 -0.208 0.188 0.11
H 5.2021 -2.3607 0.6908 0.153 0.112 0.390 0.14
H 5.7898 -3.6042 1.8938 0.197 -0.030 -0.455 0.13
H 3.1483 -3.7793 0.1906 -0.031 0.748 0.357 0.11
H 4.3538 -4.9020 0.3099 0.399 -0.162 0.413 0.12
H 2.1127 -4.7213 2.0579 -0.011 -0.008 -0.262 0.13
H 3.4700 -5.7208 2.3878 0.386 0.329 0.432 0.12
H 2.7551 -3.3853 3.9957 0.069 0.226 -0.403 0.14
H 4.3360 -4.1952 3.7720 -0.013 0.440 0.835 0.13
P -2.2702 -3.8068 -2.5853 1.848 0.282 -0.204 0.19
F -1.8631 -2.2461 -2.8305 -0.794 0.352 -0.270 -0.22
F -3.1217 -3.8391 -3.9611 -0.289 0.587 0.701 -0.17
F -0.8875 -4.1996 -3.4789 -0.697 0.247 0.508 -0.25
F -2.5238 -5.3674 -2.4271 -0.328 -0.077 0.790 -0.15
F -1.3299 -3.7069 -1.2457 -0.033 -0.729 -0.045 -0.21
F -3.5348 -3.3836 -1.6001 0.500 -0.360 -1.437 -0.20
P -8.4411 2.0229 1.8563 1.250 0.662 2.844 0.09
F -9.6120 2.4107 0.8789 -0.980 -1.302 -1.509 -0.14
F -7.6971 1.0403 0.8430 -0.217 -0.680 -0.643 -0.17
F -7.5782 3.2386 1.2445 0.493 0.528 -0.205 -0.18
F -7.2341 1.7844 2.9747 0.216 0.182 -0.457 -0.23
F -9.1632 3.0328 2.8805 0.123 0.318 0.996 -0.18
F -9.1590 0.7608 2.6009 -0.687 0.190 -1.134 -0.18

64
Properties=species:S:1:pos:R:3:forces:R:3:nbo_charge:R:1 method="wB97M-V/def2-TZVPD" multiplicity=2 charge=+1 e_lumo_ev="-2.7 / -8.9"
C -2.0768 -1.6412 2.5763 -0.357 -0.622 -0.171 -0.32
O -1.1058 -2.6569 2.2986 -0.184 0.738 0.715 -0.05
C -0.1989 -2.3845 1.2390 0.071 0.362 1.420 -0.14
C 1.0150 -3.2632 1.3559 0.402 0.118 -1.196 -0.09
O 1.9727 -2.6034 0.5134 -1.560 -0.099 0.897 -0.53
C 3.1699 -3.2971 0.3774 1.048 -1.392 -1.558 -0.28
H -2.5351 -1.4477 1.6064 -0.551 0.073 -0.094 0.27
H -1.6815 -0.6646 2.8558 0.936 0.024 -0.050 0.27
H -2.7402 -1.9571 3.3813 0.029 -0.347 -0.393 0.26
H 0.1165 -1.3585 1.4286 -0.111 0.768 -0.574 0.27
H -0.8083 -2.4316 0.3364 0.154 0.057 -0.484 0.28
H 0.7422 -4.2526 0.9888 0.409 -0.298 0.085 0.20
H 1.3887 -3.2904 2.3794 -0.165 -0.158 0.135 0.20
H 3.2763 -4.2309 0.9296 0.076 0.626 1.372 0.20
H 4.0192 -2.6138 0.3714 -0.076 -0.156 0.617 0.21
H 3.2127 -3.8119 -0.5824 -0.230 0.513 -0.839 0.19
C 5.6804 1.2377 -7.0680 0.559 -0.341 1.450 -0.24
O 5.6084 2.0006 -5.8801 -1.721 1.299 1.278 -0.54
C 4.4777 1.7026 -5.0368 0.246 -0.410 0.592 -0.09
C 4.6805 0.3785 -4.1725 0.213 1.613 -0.725 -0.09
O 3.9016 0.4816 -3.0015 -0.848 0.163 -0.118 -0.55
C 4.1409 -0.5449 -2.0778 0.826 0.350 0.285 -0.25
H 6.6861 1.4667 -7.4203 -0.147 -0.442 -0.381 0.20
H 4.9327 1.4515 -7.8318 -0.194 0.059 0.160 0.17
H 5.6015 0.2505 -6.6126 0.156 -0.808 -1.441 0.16
H 3.5013 1.7407 -5.5198 0.061 -0.898 -1.036 0.17
H 4.2367 2.5332 -4.3736 1.215 0.168 0.503 0.20
H 5.7153 0.3240 -3.8345 0.346 0.051 -0.408 0.17
H 4.4569 -0.4942 -4.7861 -0.224 -0.293 0.182 0.16
H 5.2105 -0.7509 -2.0372 0.239 -0.469 -0.334 0.18
H 3.5750 -1.4521 -2.2897 -0.060 -0.093 0.050 0.17
H 3.9830 -0.1677 -1.0674 -0.738 0.035 -0.014 0.18
C -6.0612 1.4611 5.7335 0.508 0.011 -0.799 -0.26
O -4.9977 2.3635 5.2389 -0.625 -2.209 -0.203 -0.54
C -3.9891 1.6638 4.4140 -0.999 0.565 2.661 -0.11
C -4.4134 0.9957 3.1227 -1.141 0.687 -0.556 -0.09
O -5.2487 -0.1536 3.3177 1.308 -0.479 1.710 -0.56
C -5.8682 -0.8012 2.2353 -0.272 1.751 -1.182 -0.25
H -5.6873 0.4998 6.0860 0.550 0.015 -0.054 0.17
H -6.7317 1.2190 4.9089 -0.119 0.169 0.042 0.18
H -6.6416 1.8517 6.5694 0.384 0.756 -0.234 0.20
H -3.4693 0.9240 5.0228 -0.325 -0.593 0.402 0.16
H -3.2544 2.4675 4.4619 0.201 -0.003 -1.591 0.23
H -3.4829 0.7727 2.6007 0.147 -0.323 -0.398 0.14
H -4.9753 1.7133 2.5249 0.050 0.176 -0.270 0.19
H -5.2807 -0.6962 1.3232 0.498 -0.513 -0.138 0.16
H -6.7484 -0.2174 1.9660 -0.507 -0.163 0.082 0.18
H -6.1747 -1.8321 2.4122 0.424 0.159 0.466 0.21
C -0.8697 1.4959 -2.7853 -0.821 -1.835 -0.734 -0.28
O -0.8365 0.2249 -2.0945 0.877 0.727 0.389 -0.55
C 0.4273 0.0622 -1.4328 -1.233 1.104 0.207 -0.08
C 0.6407 1.1371 -0.2939 0.487 -2.075 -0.598 -0.11
O -0.3697 0.9486 0.6912 0.123 -1.263 -0.523 -0.55
C -0.3071 1.8555 1.7388 -0.738 1.157 0.002 -0.25
H -1.5437 1.2901 -3.6168 -0.139 0.304 -0.059 0.20
H 0.1075 1.6404 -3.2462 0.069 0.748 0.330 0.18
H -1.3260 2.2878 -2.1914 0.609 0.164 0.135 0.18
H 1.2305 0.1137 -2.1679 0.276 0.288 0.028 0.19
H 0.4058 -0.9706 -1.0851 0.198 0.200 0.503 0.18
H 0.7503 2.1644 -0.6415 -0.605 0.100 -0.187 0.20
H 1.6175 0.8927 0.1233 0.263 -0.019 0.342 0.18
H -0.4750 2.8280 1.2760 0.536 0.554 0.432 0.19
H 0.5922 1.8049 2.3526 0.260 0.063 -0.188 0.18
H -1.1743 1.7402 2.3891 -0.065 -0.415 0.058 0.18

81
Properties=species:S:1:pos:R:3:forces:R:3:lowdin_charge:R:1 method="wB97M-V/def2-TZVPD" e_lumo_ev=-0.2
C 5.1135 0.1989 2.7526 -1.142 -0.155 -0.725 -0.10
C 3.6970 0.0002 2.1338 -0.498 0.668 0.267 -0.22
C 3.3496 1.0717 1.0342 1.117 -2.498 1.257 -0.16
O 2.8741 2.2261 1.7297 -1.016 0.911 -2.031 0.13
B 1.9157 2.9507 1.0474 1.168 1.076 -0.017 -0.67
O 1.6991 4.3076 1.4672 -1.963 -1.545 0.953 0.24
B 0.3544 4.2852 1.9172 -0.442 0.584 -0.576 -0.82
S -0.1502 4.9354 3.5841 0.206 -0.425 0.007 0.82
O -0.6929 3.7136 1.1164 1.689 -1.467 1.076 0.19
B -0.2225 2.4519 0.6601 0.037 0.786 -1.211 -0.47
C -0.9717 1.0638 0.8555 0.595 -0.218 0.610 -0.05
C -1.0182 0.6443 2.3757 -0.039 0.668 -0.148 -0.18
C -1.9526 -0.5719 2.6280 0.235 0.430 -0.776 -0.19
C -1.8014 -1.7086 1.5772 -0.170 -0.427 0.277 -0.22
S -0.2429 -2.6619 1.8115 1.655 -1.000 2.817 0.69
O 0.8526 -1.8080 2.3104 -2.079 -0.850 -1.470 -0.31
O -0.5294 -3.8192 2.6893 0.155 2.050 -2.440 -0.31
O 0.1925 -3.2257 0.3310 -0.919 0.163 1.318 -0.16
O 1.0613 2.4856 0.0279 -0.436 -0.669 1.971 0.26
H 5.1622 -0.4012 3.6741 0.372 0.311 -0.341 0.07
H 5.8525 -0.1330 2.0007 -0.038 0.218 0.602 0.07
H 5.2252 1.2773 2.9673 0.227 -0.563 0.064 0.08
H 2.9363 0.1617 2.9272 0.363 -0.194 -0.366 0.11
H 3.5089 -1.0272 1.7691 0.350 0.501 0.028 0.10
H 2.6131 0.5955 0.3696 0.104 0.733 0.033 0.12
H 4.3037 1.2657 0.5056 -0.719 0.407 -0.054 0.14
H -1.0946 4.0005 3.9410 0.455 0.613 -0.721 -0.12
H -2.0024 1.0903 0.4576 0.413 -0.088 0.018 0.12
H -0.3399 0.2969 0.3621 -0.598 0.406 -0.206 0.10
H -1.3825 1.5368 2.9213 -0.068 -0.612 0.058 0.11
H -0.0019 0.4464 2.7609 -0.421 -0.002 -0.340 0.11
H -2.9912 -0.2022 2.5102 0.390 -0.352 0.180 0.13
H -1.8326 -0.9801 3.6448 -0.050 0.190 -0.391 0.10
H -2.6117 -2.4426 1.7423 0.592 0.106 -0.097 0.11
H -1.8922 -1.3788 0.5301 0.268 0.067 0.462 0.09
H 0.0958 -2.5261 -0.3271 0.157 0.196 -0.078 0.08
O -3.9973 -1.4641 8.4444 0.422 -0.153 0.050 -0.28
S -3.1799 -2.6054 8.7512 -0.033 -0.395 -0.242 0.59
O -1.8675 -2.4478 9.3100 -0.381 0.207 -0.160 -0.28
O -3.0892 -3.5417 7.4463 -0.224 0.080 0.610 -0.26
C -2.6094 -2.9577 6.2263 0.452 0.384 -0.633 -0.26
C -1.1118 -2.7161 6.2487 0.089 0.155 0.265 -0.07
C -4.0915 -3.7217 9.7673 -0.088 -0.104 -0.060 -0.12
H -3.1561 -2.0350 6.0116 -0.058 -0.035 0.193 0.11
H -2.8473 -3.6667 5.4332 -0.152 -0.143 0.233 0.12
H -0.8408 -1.9683 6.9940 -0.043 0.002 -0.022 0.07
H -0.7663 -2.3602 5.2768 -0.047 -0.140 -0.047 0.06
H -0.5777 -3.6324 6.5005 -0.023 -0.013 -0.116 0.09
H -5.0792 -3.8687 9.3370 0.048 0.015 -0.028 0.07
H -4.1747 -3.2690 10.7535 0.064 0.083 -0.061 0.08
H -3.5485 -4.6613 9.8332 0.026 0.039 -0.027 0.08
O 2.0747 0.8494 -5.1811 0.071 0.127 0.411 -0.28
S 3.0228 1.7256 -4.5475 0.190 0.582 -0.147 0.59
O 3.3125 1.6119 -3.1463 -0.279 -0.191 -0.337 -0.28
O 2.6261 3.2465 -4.8853 0.426 -0.571 -0.074 -0.26
C 1.3030 3.6920 -4.5490 -0.767 0.245 0.395 -0.25
C 1.1273 3.8911 -3.0554 0.119 -0.231 0.127 -0.07
C 4.5434 1.6831 -5.4388 0.003 0.069 -0.122 -0.12
H 0.5588 2.9965 -4.9455 0.167 -0.098 -0.034 0.11
H 1.1605 4.6430 -5.0615 0.285 -0.100 -0.161 0.12
H 1.2092 2.9474 -2.5178 -0.020 0.031 -0.004 0.06
H 0.1465 4.3167 -2.8360 0.027 0.054 -0.111 0.09
H 1.8983 4.5551 -2.6624 -0.058 0.045 -0.030 0.09
H 4.3368 1.7940 -6.5007 -0.029 0.023 0.042 0.08
H 5.0069 0.7175 -5.2450 -0.099 -0.006 0.064 0.08
H 5.1848 2.4834 -5.0782 -0.049 -0.002 0.028 0.08
O -1.8549 -2.9390 -8.3919 -0.005 0.428 -0.165 -0.28
S -2.4355 -1.6276 -8.3085 0.027 0.228 0.449 0.59
O -2.3791 -0.7199 -9.4189 0.101 -0.403 0.159 -0.28
O -1.8674 -0.8921 -6.9958 -0.555 -0.273 -0.337 -0.27
C -0.4426 -0.7635 -6.8521 0.871 0.173 -0.049 -0.26
C 0.1396 0.2821 -7.7832 -0.089 -0.002 -0.337 -0.08
C -4.1133 -1.7644 -7.7825 -0.041 0.000 0.139 -0.13
H 0.0396 -1.7333 -6.9967 -0.183 -0.033 -0.064 0.12
H -0.2639 -0.4647 -5.8198 -0.274 -0.062 0.012 0.11
H 0.0301 -0.0099 -8.8277 -0.021 -0.022 0.032 0.07
H 1.2017 0.4212 -7.5836 -0.065 -0.033 0.165 0.06
H -0.3739 1.2368 -7.6581 0.046 -0.009 0.068 0.09
H -4.1638 -2.4298 -6.9241 0.045 0.028 -0.019 0.07
H -4.6814 -2.1790 -8.6131 0.109 0.005 -0.043 0.08
H -4.4863 -0.7740 -7.5337 0.047 -0.001 -0.022 0.07

Total energy readings, ordered: -88163.61230; -33604.03316; -106228.59366 eV
Max |F| readings, ordered: 7.3; 2.9; 3.4 eV/Å